No. 1
{"formula": "C4H7NOS2", "method": "ωB97M-V/def2-TZVPD", "elements": ["H", "N", "H", "H", "S", "H", "H", "H", "O", "C", "C", "S", "H", "C", "C"], "xyz": [[1.6066, -1.7244, -0.1167], [-1.3079, -1.4663, 0.4068], [-1.1112, 0.5207, -0.5224], [0.0016, -0.9466, 1.8431], [0.3186, 2.2932, 0.4441], [-1.3519, -2.5526, 0.3328], [1.9545, -0.0828, 0.6539], [-2.0984, -1.2072, -0.5442], [0.8331, 2.7355, -2.0421], [-0.7197, 0.6835, 0.4840], [-0.1806, -0.6382, 0.7589], [1.2651, 0.1924, -1.6631], [-1.5476, 1.0018, 1.2011], [1.3634, -0.6482, -0.0720], [0.9744, 1.8394, -1.1640]], "fmax_ev_per_a": 6.6, "e_above_lowest_kj_mol": 278.3, "smiles": "NC1CSC(=O)SC1", "total_energy_ev": -29466.9060, "e_lumo_ev": 0.45}



No. 2
{"formula": "C4H7NS", "method": "ωB97M-V/def2-TZVPD", "elements": ["H", "S", "H", "H", "N", "C", "H", "C", "C", "H", "C", "H", "H"], "xyz": [[-0.1269, -0.4150, -1.8571], [0.9278, -1.3068, 1.1810], [-1.2266, 0.7025, 1.5941], [-2.0671, -0.7407, 0.7217], [-1.5254, 0.6870, -0.7301], [0.9550, 1.4868, -1.4097], [2.0743, 1.2123, -1.3404], [0.0056, -0.4274, 0.2911], [-1.3852, 0.1539, 0.6903], [0.8336, 2.4959, -0.8060], [-0.1027, 0.3549, -1.0335], [-1.2891, 1.8262, -0.7023], [0.7991, 1.6104, -2.6254]], "fmax_ev_per_a": 6.3, "e_above_lowest_kj_mol": 329.0, "smiles": "C[C@@H]1NCC1=S", "total_energy_ev": -16583.5213, "e_lumo_ev": -0.01}



No. 3
{"formula": "C4H7NS", "method": "ωB97M-V/def2-TZVPD", "elements": ["H", "H", "H", "N", "H", "C", "C", "H", "H", "C", "H", "C", "S"], "xyz": [[-1.8818, -0.5468, 1.1711], [3.7280, -0.7341, 0.1843], [-0.8685, -0.7863, -1.1247], [2.9601, -1.3594, 0.0563], [-2.6709, 0.4969, 0.0564], [0.5093, 0.7568, -0.1101], [-1.7375, 0.3530, 0.5560], [-1.1586, 0.8610, -1.5101], [0.8354, -1.6353, 0.0596], [1.7461, -1.0401, -0.0023], [-1.5405, 1.1135, 1.1971], [-0.7594, 0.2482, -0.6432], [0.8382, 2.2726, 0.1097]], "fmax_ev_per_a": 4.0, "e_above_lowest_kj_mol": 417.7, "total_energy_ev": -16582.6024, "e_lumo_ev": -0.14}



No. 4
{"formula": "C4H7NS", "method": "ωB97M-V/def2-TZVPD", "elements": ["S", "H", "H", "C", "N", "H", "H", "C", "H", "C", "H", "C", "H"], "xyz": [[0.8643, 0.9640, -2.1697], [1.4328, 0.5023, 1.1542], [-0.8541, 1.3876, -0.6244], [-0.8042, -0.9566, -0.3165], [-0.5071, -0.4122, 1.0725], [0.0687, -1.1869, 1.4773], [0.0915, 1.5295, 1.7354], [0.4159, 0.8196, 0.9762], [-1.7467, -0.6211, -0.6400], [0.3596, -0.2779, -1.0073], [-0.8355, -2.0478, -0.4635], [0.1886, 1.0800, -0.4980], [1.3263, -0.7807, -0.6963]], "fmax_ev_per_a": 2.2, "e_above_lowest_kj_mol": 339.0, "smiles": "C1NC[C@H]2S[C@H]12", "total_energy_ev": -16583.4178, "e_lumo_ev": 0.96}



No. 5
{"formula": "C4H7NS", "method": "ωB97M-V/def2-TZVPD", "elements": ["H", "H", "C", "C", "H", "H", "H", "C", "S", "C", "H", "H", "N"], "xyz": [[-1.2098, 0.0667, 1.7924], [-3.3938, 0.6226, 0.1279], [-1.0382, 0.2691, 0.7431], [0.0734, -0.8777, 0.2662], [1.2268, 2.1006, -0.7993], [-0.4259, -1.6774, -0.1277], [0.9495, -0.5279, -1.6622], [0.9826, -0.1228, -0.5655], [-2.5240, -0.1893, -0.3081], [0.5597, 1.3050, -0.3512], [0.3287, -1.2104, 1.1767], [1.9661, -0.3563, -0.1845], [-0.5019, 1.5050, 0.3206]], "fmax_ev_per_a": 4.8, "e_above_lowest_kj_mol": 167.5, "smiles": "S[C@H]1CCC=N1", "total_energy_ev": -16585.1957, "e_lumo_ev": 0.95}



No. 6
{"formula": "C4H7NS", "method": "ωB97M-V/def2-TZVPD", "elements": ["H", "S", "H", "H", "C", "C", "H", "H", "C", "H", "C", "H", "N"], "xyz": [[0.0953, -0.6206, -2.0624], [-0.6135, -0.7029, 1.5164], [-0.0128, 1.6075, 2.7452], [-1.3920, -0.0461, -1.2471], [-0.2645, -1.4769, -0.1125], [0.1338, 0.7659, 0.9865], [0.2008, 1.7490, -0.9597], [-0.9976, -2.2469, -0.3653], [-0.3145, -0.3326, -1.1043], [0.7821, -1.8634, -0.1102], [0.5008, 0.8086, -0.4706], [1.5495, 0.6537, -0.6190], [0.3324, 1.7047, 1.8029]], "fmax_ev_per_a": 1.8, "e_above_lowest_kj_mol": 32.1, "smiles": "[H]/N=C1/CCCS1", "total_energy_ev": -16586.5989, "e_lumo_ev": 0.84}



No. 7
{"formula": "C4H7NS2", "method": "ωB97M-V/def2-TZVPD", "elements": ["S", "H", "H", "C", "C", "N", "H", "C", "H", "H", "H", "C", "H", "S"], "xyz": [[1.6463, -1.3724, -1.0663], [-0.3616, -1.3436, -2.1367], [0.3013, 0.9947, -1.8550], [-1.3082, -0.3950, -1.6505], [-0.3469, 0.7385, 0.4268], [0.2110, -0.4436, 1.1337], [2.0466, -1.5673, 1.3189], [-0.5707, 0.9057, -1.0352], [-2.2175, -1.0838, -0.8983], [0.3049, -0.2252, 2.2797], [-1.4529, 1.8719, -1.0815], [1.2542, -1.2801, 0.5716], [-1.7796, 0.1240, -2.6810], [-1.1768, 1.6549, 1.5189]], "fmax_ev_per_a": 5.0, "e_above_lowest_kj_mol": 493.0, "total_energy_ev": -27416.7360, "e_lumo_ev": -0.96}



No. 8
{"formula": "C4H7NS2", "method": "ωB97M-V/def2-TZVPD", "elements": ["H", "H", "N", "C", "C", "C", "H", "S", "S", "H", "H", "C", "H", "H"], "xyz": [[-1.3396, 1.8222, 0.7953], [3.0941, -0.0720, 1.2782], [-2.3765, -2.3516, -1.0234], [-1.5907, 1.4328, -0.1134], [2.4201, 0.0995, 0.3983], [-0.8202, -0.4898, -1.7476], [2.0978, -0.9518, 0.1587], [-0.0938, 0.8311, -0.9988], [1.0217, 0.9944, 1.0543], [-0.2127, -0.8424, -2.5919], [3.1194, 0.5049, -0.3605], [-1.7085, -1.4508, -1.2686], [-2.1416, 0.4927, 0.0501], [-2.2763, 2.1704, -0.6959]], "fmax_ev_per_a": 3.7, "e_above_lowest_kj_mol": 257.1, "total_energy_ev": -27419.1814, "e_lumo_ev": [-0.98, -0.98]}



No. 9
{"formula": "C4H7NS2", "method": "ωB97M-V/def2-TZVPD", "elements": ["H", "H", "N", "C", "C", "H", "S", "C", "H", "H", "C", "H", "H", "S"], "xyz": [[1.1233, -1.4489, 1.3792], [-0.8292, 0.2461, 2.7684], [0.8938, 1.1170, 0.0067], [-0.4730, 0.8049, 1.9608], [0.0055, -0.3686, -1.9879], [-1.1452, -0.4695, -1.7279], [0.6854, -1.7657, -0.9657], [0.3570, -1.1365, 0.7351], [-0.3612, -1.8150, 1.1039], [-0.6785, 1.9221, -1.7420], [0.1482, 0.3898, 0.8529], [-0.6703, 1.8252, 2.0153], [0.3040, -0.6143, -2.9064], [0.6402, 1.3135, -1.4924]], "fmax_ev_per_a": 6.0, "e_above_lowest_kj_mol": 359.2, "total_energy_ev": -27418.1224, "e_lumo_ev": 0.37}



No. 10
{"formula": "C4H7NS3", "method": "ωB97M-V/def2-TZVPD", "elements": ["H", "S", "S", "H", "S", "H", "C", "H", "N", "H", "C", "C", "C", "H", "H"], "xyz": [[-1.3460, -0.5624, 2.6991], [-0.0348, 1.2060, 0.6649], [-0.3163, -1.0071, -1.1985], [1.7615, -0.4277, -2.8738], [3.2096, 0.9427, -0.0183], [-2.1872, 0.2487, -0.0481], [0.5366, 0.1061, -0.5793], [-2.6186, -1.0957, 1.8985], [2.3289, 0.3121, -2.3975], [-2.2685, 1.2947, 1.4905], [2.0504, 0.3944, -1.0001], [-1.7768, 0.5371, 0.9507], [-1.6952, -0.7394, 1.6590], [3.3615, 0.1549, -2.4036], [-1.0053, -1.3644, 1.1567]], "fmax_ev_per_a": 5.1, "e_above_lowest_kj_mol": 106.3, "smiles": "CCSC(=S)C(N)=S", "total_energy_ev": -38256.0257, "e_lumo_ev": -0.90}